Arrangement i

C9H14N | the ωB97M-V functional and the def2-TZVPD basis

Geometry (Å):
C  3.43602  0.53278  0.00969
C  2.28617  -0.17843  0.24886
N  0.94490  0.18276  -0.12095
C  -0.02076  -0.71828  -0.21536
C  0.16868  -2.24645  -0.42085
C  -1.57072  -0.05162  -0.23555
C  -2.38551  -0.88469  0.75192
C  -1.82049  1.50332  -0.08218
C  -0.72398  2.19453  -0.02929
C  0.73732  1.64989  -0.15989
H  4.39032  0.08199  0.28828
H  3.24560  1.55791  -0.37989
H  2.29240  -1.19646  0.65034
H  -0.31388  -2.82888  0.34528
H  1.11829  -2.58982  -0.73045
H  -0.55141  -2.45093  -1.21335
H  -1.92537  -0.28035  -1.22154
H  -2.23411  -0.83956  1.81648
H  -2.37505  -1.90055  0.38816
H  -3.51866  -0.61000  0.77070
H  -2.87390  1.86153  -0.12060
H  -0.69635  3.22535  0.10699
H  1.17830  1.94900  -1.16254
H  1.21222  2.03697  0.71574

Properties
Kohn-Sham gap ... 9.477 eV
Structure (SMILES) ... C=C[N+]1=C(C)[C@@H](C)C=CC1
E_HOMO ... -13.884 eV
Total charge ... +1

=====

Arrangement ii

C9H14N | the ωB97M-V functional and the def2-TZVPD basis

Geometry (Å):
C  -2.44840  -0.69393  -0.19848
C  -3.66718  -0.71857  0.08357
C  0.09407  2.67168  0.62043
C  -0.48648  1.51345  0.55183
C  -1.64169  -0.39677  -1.49334
C  1.95380  -1.31793  -0.77556
C  0.29951  -0.50826  1.80626
C  1.22244  0.08236  -0.51650
C  0.02409  0.14252  0.46125
N  -1.02653  -0.82467  -0.23547
H  -0.57056  3.52018  0.58828
H  1.09303  3.05601  0.30623
H  -1.55022  1.70965  0.73535
H  -1.74372  -1.15567  -2.25435
H  -1.68199  0.74575  -1.71211
H  1.49301  -2.00607  -1.48276
H  2.96738  -1.15754  -1.37336
H  1.99032  -1.89120  0.15420
H  0.68237  -1.63296  1.66490
H  -0.46453  -0.58437  2.63509
H  1.13082  0.04258  2.26429
H  2.06758  0.67194  -0.04359
H  0.93776  0.52825  -1.54703
H  -0.67487  -1.79642  -0.23913

Properties
Kohn-Sham gap ... 8.970 eV
E_HOMO ... -14.474 eV
Total charge ... +1

=====

Relative calculated energies, zero for the most stable structure, unit kJ/mol: arrangement i 0.0; arrangement ii 527.4.

=====

Arrangement i

C5H9N3O | the ωB97M-V functional and the def2-TZVPD basis

Geometry (Å):
H  1.06555  -2.00795  2.88715
N  1.22266  -1.41785  2.05575
N  0.37716  -1.69456  1.18939
C  0.42250  -1.13474  -0.06242
C  1.53787  -1.16052  -0.80464
C  -0.93069  -0.73504  -0.58556
C  -1.56266  0.32170  0.31624
O  -2.50314  0.08366  1.04362
N  -1.01133  1.55352  0.26900
C  0.09785  1.99649  -0.53963
H  1.52543  -0.92588  -1.85452
H  2.46787  -1.49876  -0.38204
H  -1.59240  -1.60308  -0.56389
H  -0.84279  -0.36649  -1.60688
H  -1.43612  2.22543  0.89131
H  -0.11394  1.86180  -1.60345
H  1.01001  1.44785  -0.29423
H  0.26616  3.05441  -0.35520

Properties
Kohn-Sham gap ... 9.283 eV
Structure (SMILES) ... [H]/N=N/C(=C)CC(=O)NC
E_HOMO ... -9.088 eV
Total charge ... 0

=====

Arrangement ii

C5H9N3O | the ωB97M-V functional and the def2-TZVPD basis

Geometry (Å):
C  0.02584  1.50701  -0.56430
N  -0.03683  0.30724  0.26328
C  0.03964  -0.87555  -0.12572
C  2.33258  -0.28990  0.03259
N  2.80424  -0.92950  1.12032
C  -2.22996  -0.06006  0.39145
C  -3.08797  0.56083  -0.38414
N  -0.16261  -2.07519  -0.22315
O  2.98088  0.26702  -0.81078
H  3.79075  -0.87362  1.35830
H  2.16222  -1.29357  1.80228
H  0.61491  -2.69627  -0.40789
H  -2.46394  -0.65243  1.27018
H  -0.54768  2.28949  -0.07386
H  -0.37722  1.32407  -1.56019
H  1.06284  1.83139  -0.64857
H  -2.74434  1.13048  -1.24606
H  -4.16335  0.52856  -0.19376

Properties
Kohn-Sham gap (spin up / spin down) ... 8.531 / 7.344 eV
E_HOMO (spin up / spin down) ... -7.676 / -7.265 eV
Total charge ... 0

=====

Arrangement iii

C5H9N3O | the ωB97M-V functional and the def2-TZVPD basis

Geometry (Å):
C  -1.92243  -0.99459  -0.19656
C  -2.88500  -0.13627  0.13973
C  -0.54985  -0.50282  -0.45387
C  0.46543  -1.62407  -0.11032
C  1.30309  2.53955  0.11804
N  -2.71161  1.22079  -0.05122
N  -1.65494  1.76424  -0.12898
N  -0.25961  0.70072  0.24847
O  0.80265  1.31255  -0.52698
H  -1.96125  -2.02702  0.15250
H  -3.89805  -0.41749  0.49826
H  -0.25377  -0.23940  -1.54423
H  0.11250  -2.28298  0.82188
H  1.45843  -1.08201  0.21943
H  0.70518  -2.24510  -1.04804
H  0.47761  3.25047  0.24702
H  2.16644  2.84465  -0.45743
H  1.68343  2.42098  1.24504

Properties
Kohn-Sham gap ... 8.176 eV
E_HOMO ... -8.282 eV
Total charge ... 0

=====

Relative calculated energies, zero for the most stable structure, unit kJ/mol: arrangement i 0.0; arrangement ii 428.9; arrangement iii 399.1.

=====

Arrangement i

C2H3P | the ωB97M-V functional and the def2-TZVPD basis

Geometry (Å):
C  -0.43037  0.30319  2.18821
C  -0.25563  -0.16302  1.05901
P  -0.35560  -0.48628  -2.06069
H  -0.11229  0.86903  3.08335
H  0.88154  -1.18629  -2.62395
H  0.27235  0.66336  -1.64593

Properties
Kohn-Sham gap ... 6.132 eV
E_HOMO ... -9.368 eV
Total charge ... 0

=====

Arrangement ii

C2H3P | the ωB97M-V functional and the def2-TZVPD basis

Geometry (Å):
C  -0.60266  1.14722  -0.26589
C  -0.55563  2.27110  -0.72008
P  -0.67555  -1.65830  0.84579
H  -0.67188  3.27241  -1.03709
H  0.51688  -1.39024  1.53431
H  0.04802  -2.00521  -0.30539

Properties
Kohn-Sham gap (spin up / spin down) ... 6.842 / 6.964 eV
E_HOMO (spin up / spin down) ... -9.566 / -9.620 eV
Total charge ... 0

=====

Relative calculated energies, zero for the most stable structure, unit kJ/mol: arrangement i 87.7; arrangement ii 0.0.

=====

Arrangement i

C3H9N3 | the ωB97M-V functional and the def2-TZVPD basis

Geometry (Å):
C  -2.22143  1.17340  -0.63709
C  0.10836  1.01263  -0.23480
C  2.90986  -1.46563  0.94603
N  -3.23860  0.40082  -0.73740
N  -1.10310  0.63379  -0.06951
N  2.46439  -0.36899  0.29790
H  -2.30333  2.24405  -0.92692
H  0.31290  2.01424  -0.77694
H  3.26025  -1.46642  2.00897
H  3.79509  -1.93271  0.29314
H  2.22123  -2.46997  0.62800
H  -4.16391  0.65872  -1.19104
H  -3.31362  -0.56350  -0.56448
H  -1.05613  -0.44373  0.12641
H  2.32804  0.57329  0.83772

Properties
Kohn-Sham gap (spin up / spin down) ... 6.871 / 6.743 eV
E_HOMO (spin up / spin down) ... -17.708 / -17.639 eV
Total charge ... +2

=====

Arrangement ii

C3H9N3 | the ωB97M-V functional and the def2-TZVPD basis

Geometry (Å):
C  -1.09523  0.57927  -0.35402
C  1.93185  -0.45160  -0.01013
C  -3.44974  0.01076  -0.05057
N  0.88132  0.23073  0.29819
N  -1.92403  -0.14230  0.12113
N  3.24898  0.18439  -0.16171
H  1.75910  -1.60914  -0.06270
H  -3.79568  0.41514  0.91653
H  -3.85073  -1.04805  -0.18825
H  -3.75243  0.50954  -0.98597
H  0.99316  1.24817  0.40549
H  -1.66340  -1.01846  0.62890
H  4.07789  -0.32392  0.42401
H  3.16722  1.11826  0.20519
H  3.47172  0.29721  -1.18609

Properties
Kohn-Sham gap ... 10.309 eV
E_HOMO ... -19.625 eV
Total charge ... +2

=====

Relative calculated energies, zero for the most stable structure, unit kJ/mol: arrangement i 273.5; arrangement ii 0.0.